Record 1
A molecular structure, C6H10O in a non-equilibrium geometry. Source: the Open Molecules 2025 dataset; level of theory: ωB97M-V with the def2-TZVPD basis set.

```
17
Properties=species:S:1:pos:R:3:forces:R:3:nbo_charge:R:1
C -1.8946 -0.2830 -0.5146 -0.2 0.1 0.0 -0.63
C -0.4934 -0.3968 -0.0092 -0.7 0.3 0.1 0.27
C -0.0667 0.5233 1.1827 -0.2 0.0 0.3 -0.43
C 0.9931 1.2190 0.2813 -0.1 0.2 0.2 -0.41
C 0.7052 0.1625 -0.7536 -0.3 0.1 0.7 -0.26
C 1.2567 -1.4007 -0.1997 -0.2 3.2 -0.5 -0.14
O -0.0806 -1.7644 0.0788 0.0 0.0 -0.2 -0.53
H -2.5849 -0.6929 0.2273 -0.1 0.0 -0.1 0.22
H -2.1398 0.7684 -0.6915 -0.1 -0.1 0.0 0.21
H -2.0025 -0.8409 -1.4503 0.0 0.1 0.1 0.22
H -0.8630 1.1810 1.5332 0.0 -0.1 0.0 0.21
H 0.3416 -0.0321 2.0299 -0.1 0.1 -0.1 0.22
H 2.0234 1.2501 0.6559 -0.2 0.0 0.0 0.20
H 0.7137 2.2249 -0.0466 0.0 0.0 0.2 0.20
H 0.6592 0.4308 -1.8372 0.4 -0.7 0.7 0.21
H 1.8387 -1.2119 0.6959 0.4 -0.3 -0.4 0.18
H 1.5939 -1.1375 -1.1824 1.2 -3.1 -1.1 0.25
```
Forces are in eV/Å.

Computed properties:
Strongest force on any atom = 0.0677 Eh/bohr
Charge = 0
E_tot = -309.7053 hartree

Record 2
A gas-phase ion, C2H5NOP (charge +1) in a non-equilibrium geometry. Source: the Open Molecules 2025 dataset; level of theory: ωB97M-V with the def2-TZVPD basis set.

```
10
Properties=species:S:1:pos:R:3:forces:R:3:nbo_charge:R:1
C 0.5086 -0.2678 -1.0179 0.9 1.3 2.2 0.08
C -0.0329 0.4197 1.5470 -4.1 -1.6 -3.5 -0.58
N 0.6511 0.1268 0.2211 0.9 1.1 1.4 -0.41
O -2.2094 -0.1616 0.3729 1.0 -0.3 -0.4 -1.02
P -1.7500 0.3658 1.8176 2.0 0.1 -0.7 1.22
H -0.4672 -0.6225 -1.1942 -0.8 -0.6 -1.2 0.24
H 1.4161 -0.1039 -1.6909 -1.7 -0.6 0.8 0.26
H 0.5474 0.4787 2.3972 1.9 0.3 1.2 0.25
H -3.0162 -0.0094 -0.1107 -0.8 0.3 0.4 0.55
H 1.5647 0.5116 0.3830 0.8 0.0 -0.1 0.42
```
Forces are in eV/Å.

Computed properties:
Strongest force on any atom = 0.1102 Eh/bohr
Charge = +1
E_tot = -550.2269 hartree
Structure (SMILES) = C=[NH+]/C=P\O

Record 3
9 unconnected molecules or ions with the total composition C27H42F9N9O3S in a non-equilibrium geometry. Source: the Open Molecules 2025 dataset; level of theory: ωB97M-V with the def2-TZVPD basis set.

```
91
Properties=species:S:1:pos:R:3:forces:R:3:mulliken_charge:R:1
C 2.8151 0.5484 -1.5815 -0.4 0.1 0.5 -0.87
C 2.0836 0.0613 -0.3169 0.1 -0.1 -0.2 -0.81
C 1.3940 -1.3104 -0.5376 -0.3 1.2 0.0 -0.40
C -0.0701 -1.1081 -0.9615 0.4 -0.7 -0.9 -0.42
O -0.9691 -1.7699 -0.0807 0.3 0.4 0.3 -0.27
N -2.1176 -2.1474 -0.8137 -0.1 -0.9 -0.1 -0.13
C -3.0728 -2.5995 0.1717 1.0 0.3 -1.6 0.53
O -3.1112 -2.1429 1.2490 -0.5 0.5 2.3 -0.49
O -3.8640 -3.5812 -0.2838 -0.3 0.6 -0.7 -0.37
C -5.2437 -3.3869 0.0301 -1.2 -1.4 -0.2 -0.81
C -6.0663 -2.9921 -1.1990 0.6 1.1 0.2 -0.71
C -5.4989 -1.6866 -1.8482 -1.1 -0.7 1.0 0.21
C -6.6351 -0.7150 -2.2404 0.8 0.0 -0.8 -1.54
C -6.3669 0.7463 -1.8229 -0.2 -2.9 -0.2 0.92
F -5.0670 0.9773 -1.9928 0.9 0.7 0.1 -0.26
F -7.0601 1.5033 -2.6569 -0.6 1.4 -0.3 -0.32
C -6.8436 0.9293 -0.3663 0.2 1.6 -0.5 0.32
F -8.1484 1.0094 -0.4240 -1.7 0.3 -0.2 -0.28
F -6.5884 -0.1004 0.3869 1.2 -1.4 0.7 -0.23
S -6.2134 2.4765 0.5271 -0.6 0.6 1.1 1.53
F -6.4495 1.7875 1.9432 -0.1 0.0 0.0 -0.32
F -7.6789 3.0885 0.6141 0.0 0.0 0.0 -0.33
F -6.0096 3.2509 -0.8303 0.4 -0.2 -0.3 -0.31
F -4.7387 1.9278 0.5414 0.2 -0.1 -0.5 -0.28
F -5.6987 3.7695 1.2911 0.2 -0.1 -0.2 -0.32
H 2.0400 0.7788 -2.3167 0.3 0.0 -0.3 0.27
H 3.4715 -0.2281 -1.9809 0.0 0.0 0.0 0.36
H 3.4196 1.4437 -1.3946 -0.2 -0.3 -0.1 0.14
H 2.7657 0.0426 0.5348 0.0 -0.1 0.0 0.38
H 1.2985 0.7898 -0.0879 0.2 0.0 0.2 0.44
H 1.4672 -1.9326 0.3435 -0.3 0.0 0.1 0.44
H 1.9580 -1.8199 -1.3161 -0.2 -0.2 0.0 0.39
H -0.2100 -1.5521 -1.9526 0.0 0.0 0.1 0.02
H -0.3225 -0.0453 -1.0808 -0.1 -0.1 0.3 0.32
H -2.4802 -1.2977 -1.2529 -0.2 -0.1 0.1 0.23
H -5.4241 -2.6897 0.8480 0.5 0.1 -0.1 0.42
H -5.6296 -4.3561 0.3588 0.2 0.0 0.2 0.40
H -6.1671 -3.8066 -1.9145 0.0 0.0 0.0 0.39
H -7.0494 -2.7258 -0.8019 -0.1 -0.4 -0.1 0.35
H -4.9004 -1.2279 -1.0583 0.2 0.1 -0.3 -0.01
H -4.8745 -1.9435 -2.6992 0.1 0.2 0.0 0.48
H -6.6577 -0.6676 -3.3322 -0.2 0.1 0.0 0.36
H -7.6308 -1.0364 -1.9383 0.1 0.0 0.2 0.49
C 5.8796 -1.4993 1.1921 -0.2 -0.1 -0.2 -0.46
C 4.6217 -2.1101 0.7494 1.1 0.5 0.4 0.41
N 3.6456 -2.5969 0.4144 -0.3 -0.8 -0.1 -0.44
H 6.4765 -2.2373 1.7257 0.0 0.0 0.1 0.25
H 6.4364 -1.1370 0.3290 -0.1 0.0 0.0 -0.05
H 5.6711 -0.6643 1.8581 0.0 0.0 0.0 0.29
C -5.9281 5.7815 3.5763 0.2 0.1 0.1 -0.44
C -4.8584 6.5925 4.1656 -0.9 -0.7 -0.5 0.28
N -4.0265 7.2232 4.6239 0.7 0.5 0.4 -0.39
H -5.4993 4.9881 2.9710 0.0 0.1 0.1 0.05
H -6.5335 5.3390 4.3654 0.0 0.0 0.0 0.31
H -6.5619 6.4057 2.9495 0.0 0.0 0.0 0.27
C -1.9759 -1.3000 -4.7728 0.1 0.1 0.1 -0.63
C -0.9401 -0.3975 -4.2641 -0.8 -0.7 -0.5 0.38
N -0.1281 0.2968 -3.8682 0.6 0.7 0.3 -0.39
H -1.5189 -2.0817 -5.3761 0.0 0.0 0.0 0.32
H -2.5059 -1.7586 -3.9388 0.0 0.0 0.0 0.02
H -2.6824 -0.7425 -5.3851 0.0 0.0 0.0 0.32
C 9.5455 -2.4737 -1.3387 -0.1 0.3 0.1 -0.48
C 8.6542 -1.3111 -1.3457 0.7 -1.0 0.0 0.29
N 7.9617 -0.4049 -1.3513 -0.6 0.7 0.0 -0.43
H 9.2355 -3.1701 -0.5607 0.0 0.0 0.0 0.29
H 9.5003 -2.9758 -2.3043 0.0 0.0 0.0 0.25
H 10.5746 -2.1567 -1.1478 -0.4 0.0 0.0 0.08
C -4.8094 6.5788 8.1403 -0.2 0.0 0.2 -0.58
C -5.7007 6.6465 9.3027 0.7 -0.1 -1.0 0.26
N -6.3948 6.6993 10.2051 -0.6 0.0 0.8 -0.34
H -4.3987 5.5754 8.0477 0.0 0.0 0.0 0.27
H -5.3612 6.8224 7.2354 0.0 0.0 0.0 0.10
H -3.9930 7.2878 8.2579 0.0 0.0 0.0 0.27
C 13.0125 -3.6180 -3.4679 0.0 0.1 0.2 -0.81
C 12.8028 -2.7774 -2.2865 0.3 -0.7 -1.0 0.42
N 12.6395 -2.1220 -1.3684 0.1 0.5 0.7 -0.46
H 14.0434 -3.9647 -3.4941 0.0 0.0 0.0 0.30
H 12.3474 -4.4788 -3.4309 0.0 0.0 0.0 0.27
H 12.8052 -3.0445 -4.3691 0.0 0.0 0.0 0.27
C 3.2981 5.0048 -2.0493 0.1 -0.2 0.0 -0.77
C 4.2777 3.9319 -2.2373 -0.8 0.9 0.1 0.36
N 5.0335 3.0917 -2.3832 0.7 -0.6 -0.2 -0.36
H 3.0331 5.4347 -3.0131 0.0 0.0 0.0 0.27
H 2.4017 4.6057 -1.5781 0.0 0.0 0.0 0.27
H 3.7195 5.7821 -1.4151 0.0 0.0 0.0 0.28
C 4.4520 -5.4444 2.9936 0.1 0.2 0.1 -0.66
C 5.5102 -4.5904 3.5402 -1.2 -1.0 -0.6 0.35
N 6.3311 -3.9289 3.9651 1.1 0.9 0.5 -0.40
H 4.8935 -6.2456 2.4043 0.0 0.0 0.0 0.25
H 3.8715 -5.8763 3.8064 0.0 0.0 0.0 0.28
H 3.7948 -4.8525 2.3576 0.0 0.0 0.0 0.19
```
Forces are in eV/Å.

Computed properties:
Strongest force on any atom = 0.0563 Eh/bohr
Charge = 0
E_tot = -3069.2800 hartree
Structure (SMILES) = CCCCONC(=O)OCCCCC(F)(F)C(F)(F)S(F)(F)(F)(F)F.CC#N.CC#N.CC#N.CC#N.CC#N.CC#N.CC#N.CC#N

Record 4
C4H7NO in the gas phase. Source: the Open Molecules 2025 dataset; level of theory: ωB97M-V with the def2-TZVPD basis set.

```
13
Properties=species:S:1:pos:R:3:forces:R:3:nbo_charge:R:1
C 1.5809 0.4435 -0.5913 0.1 0.3 0.0 -0.25
N 1.1824 -0.9570 -0.6367 0.0 -0.3 0.1 -0.58
C 0.1904 0.0618 -0.9521 -0.2 0.1 -0.1 -0.12
C -0.9782 0.3714 -0.0476 0.0 -0.1 -0.3 0.04
C -1.3292 -0.4037 1.1470 -0.1 -0.3 0.0 -0.11
O -0.7238 0.8760 1.2549 0.2 0.1 0.1 -0.49
H 1.7251 0.9343 0.3682 -0.1 -0.2 -0.1 0.21
H 2.2948 0.7263 -1.3619 -0.2 0.0 0.1 0.20
H 1.0517 -1.3480 0.2914 0.0 0.2 0.0 0.35
H -0.0875 0.0830 -2.0046 0.0 0.0 0.1 0.20
H -1.8038 0.8718 -0.5593 0.2 0.0 0.1 0.19
H -2.3693 -0.4697 1.4687 0.2 0.1 -0.1 0.18
H -0.7005 -1.2358 1.4645 -0.1 0.1 -0.1 0.17
```
Forces are in eV/Å.

Computed properties:
Strongest force on any atom = 0.0061 Eh/bohr
Charge = 0
E_tot = -286.5181 hartree
Structure (SMILES) = C1N[C@H]1[C@H]1CO1

Record 5
A molecular structure, C21H26ClInOP2 in a non-equilibrium geometry. Source: the Open Molecules 2025 dataset; level of theory: ωB97M-V with the def2-TZVPD basis set.

```
52
Properties=species:S:1:pos:R:3:forces:R:3:nbo_charge:R:1
In -0.7906 1.1373 -1.0090 0.2 -2.2 3.1 1.58
Cl -0.0084 -0.1522 1.0445 0.4 0.5 -1.1 -0.65
P 0.8294 -0.3417 -2.5627 -0.3 0.8 -2.0 1.15
C 1.3384 1.2731 -3.2707 -0.8 0.4 0.5 -0.42
C 0.8263 1.7354 -4.4911 0.8 -0.4 0.3 -0.22
C 1.1885 3.0185 -4.9195 0.2 0.0 0.2 -0.19
C 1.9905 3.8335 -4.1022 -0.1 -0.2 0.0 -0.12
C 2.3669 3.4241 -2.8091 0.1 -0.3 0.1 -0.21
C 2.0129 2.1368 -2.3684 -0.1 0.1 -0.5 -0.26
C 2.2886 -1.3759 -2.5716 0.1 0.2 1.6 -0.46
C 2.1946 -2.5679 -1.8253 0.1 -0.1 -0.1 -0.14
C 3.3393 -3.3226 -1.5824 0.1 0.1 -0.1 -0.20
C 4.5978 -2.8527 -2.0168 -0.9 -0.4 0.1 -0.10
C 4.6712 -1.6872 -2.7765 0.3 0.2 -0.3 -0.22
C 3.5419 -0.9110 -3.0065 -0.1 0.1 0.2 -0.10
C -0.4375 -1.1659 -3.5643 0.1 -0.1 0.8 -0.45
C -1.7120 -1.4097 -3.0089 0.0 0.4 -0.4 -0.19
C -2.6730 -2.0683 -3.7787 0.1 0.0 -0.1 -0.20
C -2.3095 -2.5333 -5.0526 0.0 0.2 0.2 -0.14
C -1.0225 -2.3213 -5.5829 0.1 0.1 0.2 -0.18
C -0.0590 -1.6535 -4.8330 -0.5 0.0 0.6 -0.13
H 1.2072 -2.8264 -1.4329 0.4 -0.3 -0.1 0.23
H 3.2645 -4.2779 -1.0606 0.0 0.4 0.0 0.25
H 5.5007 -3.4048 -1.7391 -0.3 0.2 -0.3 0.25
H 5.6361 -1.3772 -3.1863 -0.3 0.0 0.3 0.25
H 3.6212 0.0658 -3.4693 0.1 -0.2 -0.2 0.23
H 0.1896 1.0466 -5.0570 0.4 0.6 -0.1 0.24
H 0.8555 3.3625 -5.8999 0.1 0.0 0.3 0.25
H 2.3261 4.8063 -4.4720 -0.2 -0.3 0.2 0.24
H 2.9735 4.0783 -2.1563 -0.5 -0.4 -0.5 0.25
H 2.2505 1.7645 -1.3522 0.2 0.4 -0.6 0.24
H -1.9912 -1.0679 -1.9909 0.3 -0.3 -0.5 0.21
H -3.6939 -2.1986 -3.3778 0.7 -0.1 -0.4 0.25
H -3.0508 -3.0770 -5.6335 0.2 0.1 0.0 0.25
H -0.7454 -2.6682 -6.5772 -0.3 0.0 0.2 0.25
H 0.9631 -1.4854 -5.1793 -0.4 -0.2 -0.1 0.23
H -1.5612 2.4408 -4.0144 -0.7 -0.7 0.0 0.01
H -2.0309 1.8256 -4.0451 0.5 0.8 0.1 0.01
C -2.0821 1.0909 3.2894 -0.7 1.0 -0.1 -0.98
P -2.4716 2.1608 1.8579 -0.4 0.0 -0.5 1.87
C -4.2653 2.3736 1.4596 -0.5 0.3 0.5 -0.94
C -1.3346 3.6106 1.9031 0.2 0.2 -0.1 -1.00
O -2.3301 1.4325 0.4929 1.9 0.1 -2.3 -1.20
H -2.7142 1.5700 4.0500 0.0 -0.3 0.2 0.26
H -1.0327 1.2288 3.6514 -0.8 -0.6 -0.7 0.29
H -2.4774 0.0623 3.1135 0.7 0.8 0.2 0.29
H -5.0594 2.8704 2.0292 0.7 0.0 0.5 0.27
H -4.2672 2.8374 0.4647 0.2 -0.1 0.3 0.26
H -4.5690 1.3262 1.3095 0.1 0.3 0.1 0.27
H -0.3139 3.2375 2.1013 -0.5 -0.1 0.2 0.27
H -1.2656 4.0687 0.9063 -0.4 -0.1 0.1 0.25
H -1.5248 4.4395 2.6131 -0.2 -0.7 -0.2 0.30
```
Forces are in eV/Å.

Computed properties:
Strongest force on any atom = 0.0734 Eh/bohr
Charge = +2
E_tot = -2223.4894 hartree

Record 6
2 unconnected molecules or ions with the total composition CH6N2O in a non-equilibrium geometry. Source: the Open Molecules 2025 dataset; level of theory: ωB97M-V with the def2-TZVPD basis set.

```
10
Properties=species:S:1:pos:R:3:forces:R:3:nbo_charge:R:1
N 1.9970 0.6448 -0.3905 -1.2 -0.4 -1.3 -0.41
C 0.8952 -0.2271 -0.3418 -1.1 2.3 1.2 -0.11
N 0.0180 -0.3907 0.7160 2.1 1.6 -1.8 -0.63
H 1.8181 -0.8877 -0.1870 1.1 -0.8 0.1 0.39
H 1.9194 1.4628 0.2244 0.2 -0.6 1.2 0.36
H 0.4362 -0.2392 -1.3375 0.2 -1.3 -0.1 0.31
H 0.2910 0.2463 1.4595 -0.4 -0.4 0.5 0.37
H -3.2239 -0.0736 -0.5781 0.7 0.2 0.2 0.45
H -0.9668 -0.3056 0.3545 -2.2 -0.2 -0.1 0.49
O -2.4314 -0.0769 -0.0184 0.5 -0.3 0.2 -1.21
```
Forces are in eV/Å.

Computed properties:
Strongest force on any atom = 0.0623 Eh/bohr
Charge = 0
E_tot = -226.1916 hartree